1.
{"formula": "C4H11NO", "method": "ωB97M-V/def2-TZVPD", "homo_lumo_gap_ev": 10.1, "de_lowest_kcal_mol": 48.6, "e_tot_ev": -7862.445, "elements": ["H", "H", "N", "H", "C", "C", "H", "C", "O", "H", "H", "C", "H", "H", "H", "H", "H"], "xyz": [[-1.85194, -1.47338, 0.36772], [2.49885, 0.41325, -0.52636], [-1.42745, 0.36934, -0.74179], [-2.63411, -1.38854, -1.17916], [1.83740, -0.07848, 0.20706], [-0.12618, 0.07003, -1.24517], [-0.26278, -0.46305, -2.18654], [-2.29915, -0.77461, -0.35149], [0.65697, -0.68829, -0.31743], [1.67008, 1.80963, 1.31382], [0.48632, 0.59445, 1.76925], [1.53125, 0.74247, 1.48388], [-1.52112, 0.88641, 0.11889], [0.44276, 0.97848, -1.52483], [2.12599, 0.47319, 2.34541], [-3.32924, -0.38981, -0.08147], [2.20236, -1.08109, 0.54821]]}

2.
{"formula": "C4H7NO3", "method": "ωB97M-V/def2-TZVPD", "homo_lumo_gap_ev": [7.9, 7.9], "de_lowest_kcal_mol": 170.9, "e_tot_ev": -11887.865, "elements": ["C", "H", "O", "C", "H", "H", "N", "O", "H", "C", "H", "O", "C", "H", "H"], "xyz": [[-1.98735, -0.51344, -0.97015], [2.72351, 1.27156, 0.76253], [-2.95768, 0.12897, 1.00424], [2.01919, 0.36681, 0.91158], [2.57830, -0.59167, 1.06847], [-1.37425, -0.30501, -1.72373], [-2.28342, 0.44778, -0.00077], [-1.89164, 1.60322, -0.10914], [1.35367, 0.59352, 1.76461], [0.26702, -0.92208, -0.25238], [-2.26817, -1.48404, -0.62367], [0.41703, -2.07370, 0.00162], [1.10153, 0.23954, -0.36026], [0.46603, 1.10530, -0.33284], [1.83622, 0.13326, -1.14012]]}

3.
{"formula": "C56H85N13", "method": "ωB97M-V/def2-TZVPD", "homo_lumo_gap_ev": 7.3, "de_lowest_kcal_mol": 730.8, "e_tot_ev": -78787.171, "elements": ["H", "H", "H", "N", "C", "H", "H", "C", "C", "H", "C", "C", "H", "H", "H", "H", "C", "H", "C", "C", "H", "H", "H", "H", "H", "H", "N", "C", "C", "C", "C", "C", "H", "H", "C", "H", "H", "C", "N", "C", "C", "H", "C", "H", "N", "C", "C", "C", "H", "C", "H", "H", "H", "C", "C", "N", "C", "H", "C", "H", "H", "N", "H", "C", "C", "H", "N", "H", "H", "C", "N", "H", "C", "C", "C", "H", "H", "H", "H", "C", "H", "C", "C", "N", "H", "H", "C", "N", "H", "H", "H", "H", "N", "H", "H", "C", "H", "H", "H", "C", "H", "C", "C", "H", "C", "H", "H", "H", "C", "H", "H", "H", "H", "C", "C", "H", "C", "H", "C", "H", "H", "H", "C", "H", "H", "H", "C", "N", "H", "H", "H", "C", "H", "H", "H", "C", "H", "C", "C", "H", "H", "H", "H", "H", "N", "C", "H", "H", "H", "C", "C", "C", "H", "H"], "xyz": [[-2.65454, 3.06133, -2.08950], [-2.93494, 1.22058, -0.26877], [2.29492, 5.07041, 3.58871], [-2.10253, -2.97461, 1.02885], [4.07244, -0.83763, 2.71718], [-0.07006, -5.21198, -0.54577], [-0.85967, -3.81414, 3.47164], [0.01264, -4.10428, 1.42945], [2.20265, -4.01694, 2.89387], [-2.15769, 1.70883, 5.94021], [1.46520, -5.07993, 3.47942], [2.21925, -3.05259, 0.09018], [-4.01130, -0.82186, -0.52335], [5.12610, -1.13175, -1.75135], [-4.70882, 3.02022, -3.64260], [0.34381, -2.45847, -1.42981], [0.17127, -1.74785, 2.40795], [-0.15544, 2.86787, 0.83250], [4.25986, -0.54476, -3.68307], [-2.68146, -2.47755, -0.15867], [0.23848, 4.33302, -2.01507], [1.39386, -4.70024, -1.74938], [-2.23634, -6.16788, 0.43609], [-1.99855, -2.39097, -2.75558], [-2.22877, -0.87832, 5.09684], [0.93150, 2.89119, -2.68831], [3.51617, -4.23424, 3.27822], [-3.54198, -1.48514, 0.18812], [3.73063, -0.55714, 0.57930], [0.09071, 0.77512, 0.59294], [-2.10186, 1.27337, 4.95348], [-3.52611, -1.31965, 1.56242], [-1.84177, 5.56002, -3.19338], [-2.18220, 6.43003, 0.58910], [0.53769, -0.78882, -1.20929], [-0.98955, 6.95585, -2.87988], [-2.08849, 0.71558, 0.43037], [-0.59526, 7.68542, -0.16299], [0.54984, -4.39324, -2.21142], [1.60101, 0.11959, -1.86704], [0.93605, 5.68010, 1.95018], [-5.08691, 0.06504, -0.59477], [0.58314, 1.15715, -4.00405], [0.98759, 6.75761, 1.89804], [3.57522, 0.60573, -4.04220], [2.35641, -5.79936, 4.31548], [-0.81502, 5.89174, -3.03898], [-0.17016, -5.09223, -3.10708], [-1.11174, 8.62372, 0.03935], [3.48716, 1.42175, -2.96179], [-1.35710, 3.32341, -1.13098], [1.97418, -3.09365, 2.38228], [1.46811, 2.57199, 2.96369], [-1.94498, -5.05075, 2.14374], [1.63996, 4.78057, 2.78037], [0.24138, 4.93488, 1.06451], [-2.54652, 3.62688, 0.58486], [0.32564, -6.00156, -3.41318], [-0.09671, -3.22700, -2.04763], [0.84954, 1.53419, 0.40295], [-0.62337, -2.33578, 2.86728], [2.53663, -5.03658, -0.94645], [-2.38361, -2.90221, -1.10596], [-0.21546, -1.67052, 0.85136], [-1.36331, -4.43362, -3.34310], [1.50318, 0.87537, -4.49448], [-0.49383, 0.23809, -4.09254], [5.77830, -0.79727, 1.30417], [0.91320, -1.80856, -1.29426], [2.73708, -0.79614, 2.49541], [0.52636, -0.59576, 0.21013], [4.64297, -0.93433, 3.62908], [4.72670, -0.69526, 1.52804], [-3.49743, 2.38720, -2.05078], [-5.43091, 1.42609, -2.34644], [2.48770, -6.03036, -1.12000], [0.40741, -5.16058, 3.27695], [-0.11018, 0.84844, 1.66175], [0.87531, -3.45879, 1.50410], [-3.60978, 1.42182, -1.08760], [1.92764, -0.90560, 3.20199], [-2.01346, 0.09514, 3.08697], [0.30470, 2.12623, -3.12229], [-1.63354, -5.50190, 0.89781], [-2.37197, 6.72388, -1.13604], [3.68825, -0.40680, -0.48934], [-2.62305, -2.29134, 2.11343], [-1.00518, 5.21376, -0.65301], [1.88805, -0.18115, -2.87464], [1.11919, -2.24755, 2.60757], [1.64272, -4.97530, 1.02182], [4.58936, -5.47855, 4.58114], [-4.53803, 2.33562, -2.91993], [-0.46211, -0.64114, -1.61755], [-0.09438, 5.81895, -3.85352], [-1.96132, 4.14741, -0.75144], [3.07944, -1.93535, -1.63629], [-1.73791, 3.31614, 1.24645], [4.22758, -3.60729, 2.93047], [-1.25120, 1.27029, 0.00687], [-2.44495, 0.29323, -3.37664], [-1.89065, 1.43325, 2.73387], [-0.43222, -4.97062, 0.44266], [3.60617, -4.42215, -2.62773], [-0.12958, 5.33040, -1.77452], [-4.04724, -0.56675, 2.13510], [-0.06953, 8.02811, -1.05421], [0.15342, -2.60510, 0.42876], [2.81794, -2.86901, -1.16059], [2.57744, 0.03510, -1.39005], [-1.46824, 2.29333, 0.31408], [0.80258, 5.78427, -1.43810], [-1.27579, -1.59382, 0.61072], [-4.80847, 0.82043, -1.31467], [-1.30469, -3.21705, -2.70533], [2.93263, 2.33331, -3.12893], [4.58423, -0.43508, -2.37379], [2.08498, -6.63985, 4.93703], [2.13878, -4.40453, 0.25075], [-1.69919, 2.66533, -2.22403], [1.60909, -0.47629, 0.73563], [-0.43118, -0.59095, -4.66601], [-1.08864, 2.01314, -2.83087], [-2.15460, -4.83423, -3.95933], [3.32174, 0.75457, -5.00848], [-3.09766, 2.73467, 0.28767], [3.05224, -4.12498, -1.74953], [2.51040, -0.47876, 1.19138], [-1.66114, 1.90581, 1.79025], [-2.81139, -5.27407, 2.74861], [-1.75871, 3.17141, 3.94625], [-2.18692, -0.00619, 4.46121], [4.22788, 1.18495, -0.92460], [-6.38510, 1.20400, -2.80097], [4.56721, -1.26102, -4.43067], [-0.88313, -4.31371, 2.51441], [-2.76749, 4.45979, -1.41523], [-1.63936, 6.54423, -0.34919], [1.24967, 3.51104, 2.47701], [-1.17087, 1.27193, -1.08016], [0.18476, -0.76477, 2.87855], [-0.27557, 5.33122, 0.29265], [0.00812, 7.59387, 0.74015], [-2.00359, -0.77244, 2.44384], [-1.92096, 2.17634, 3.88618], [-1.49864, 0.81299, -3.40409], [-1.37503, -3.66213, 1.16358], [-2.28326, -2.43371, 3.12866], [1.79706, -2.30213, 0.74206], [4.09043, 0.79100, -1.92076], [3.63229, -5.21849, 4.15359], [0.32902, 3.62351, 1.43307], [1.34451, 1.17892, -1.85527], [-3.22650, 4.33228, 1.06249]]}

4.
{"formula": "C5H14Br2Cl2HfN3O15", "method": "ωB97M-V/def2-TZVPD", "homo_lumo_gap_ev": 8.1, "de_lowest_kcal_mol": 8.2, "charge": -1, "e_tot_ev": -207013.968, "elements": ["H", "C", "H", "O", "O", "O", "O", "C", "H", "N", "H", "Cl", "H", "H", "H", "O", "Cl", "O", "H", "O", "H", "H", "O", "H", "N", "H", "C", "O", "N", "O", "Hf", "O", "C", "Br", "H", "O", "O", "C", "Br", "O", "O", "H"], "xyz": [[-2.92847, -1.03829, 2.48286], [0.40541, 1.91093, 1.95667], [-0.25405, 3.40888, -0.91045], [-2.78391, 0.60547, -2.93157], [5.85491, 1.16809, -0.41880], [0.23133, -4.80038, -1.60272], [4.69146, 1.01561, 1.67815], [-1.89661, -4.07566, -2.12561], [-0.33447, 2.43799, 3.91645], [-1.53475, -2.19836, 1.42124], [-2.32042, -4.80388, -1.43237], [4.58367, 1.27960, 0.27377], [-2.44018, -2.64989, 3.24585], [0.99458, 4.60336, -1.15617], [-1.38238, 1.42099, 2.90570], [-2.41164, 1.70554, -0.83926], [-2.44281, 0.46327, -1.56504], [3.67240, 0.32294, -0.31995], [-2.52388, -3.19764, -2.00787], [-3.32173, -0.47563, -0.90467], [-1.37664, -1.32163, 3.31884], [-0.16627, 4.27436, -2.49613], [-0.21747, -2.72549, -1.36596], [-0.19768, 2.65242, 1.41134], [-0.48042, -3.84413, -1.77045], [-1.98517, -4.58116, -3.08455], [-0.35570, 1.58128, 3.24103], [-0.65289, -1.53384, 0.93837], [1.28977, 2.75835, -2.08999], [1.22330, 1.71048, -1.48053], [1.14345, -0.62064, -0.50873], [2.02152, 2.93846, -3.02312], [-2.14929, -1.76398, 2.69036], [2.01132, -1.00423, -3.14265], [0.12579, 0.75341, 3.76102], [-1.92819, -3.23140, 0.94107], [4.01553, 2.58901, 0.04183], [0.38892, 3.85656, -1.66552], [2.43811, -2.77232, 0.74884], [0.77834, 0.82409, 1.19953], [-1.09912, -0.11985, -1.53591], [1.31435, 2.47732, 2.20509]]}

5.
{"formula": "C30H77N5O11", "method": "ωB97M-V/def2-TZVPD", "homo_lumo_gap_ev": 8.6, "de_lowest_kcal_mol": 35.6, "e_tot_ev": -62323.397, "elements": ["H", "H", "H", "H", "H", "H", "H", "H", "O", "H", "H", "C", "H", "H", "H", "O", "H", "C", "C", "H", "H", "H", "C", "H", "H", "O", "H", "C", "H", "C", "H", "H", "H", "H", "H", "C", "H", "C", "O", "H", "H", "C", "H", "H", "C", "C", "C", "C", "H", "C", "N", "H", "C", "H", "H", "O", "H", "H", "O", "H", "H", "H", "H", "C", "H", "H", "H", "C", "H", "H", "H", "H", "O", "C", "H", "C", "H", "H", "H", "H", "H", "H", "O", "H", "H", "C", "H", "H", "H", "H", "H", "C", "H", "C", "H", "N", "H", "H", "H", "N", "H", "C", "H", "C", "H", "O", "C", "H", "O", "C", "N", "C", "H", "C", "H", "O", "N", "H", "C", "H", "C", "H", "H"], "xyz": [[1.69824, -0.84424, -1.86803], [5.31436, -3.27296, 2.84654], [2.40178, 0.00487, 0.22044], [0.52579, 8.63988, 1.55225], [-3.17601, -5.69143, -0.21373], [-3.87384, 1.53111, 3.73078], [4.48529, 4.40164, 3.18058], [5.17839, 1.91443, 3.27077], [3.59904, -2.65248, 1.84250], [2.68164, -1.90253, -4.46811], [0.87470, 1.62934, -3.40347], [-0.36191, -5.24724, -5.06916], [-0.62529, -0.73560, -5.09326], [2.28411, 2.43506, 3.23390], [-4.93140, 2.99418, 1.27597], [2.75116, -0.08309, -3.48299], [-2.07906, -4.09294, -5.53916], [-1.13109, -1.66029, -5.49043], [0.82707, 7.75835, 2.16708], [-3.79934, -2.71504, -3.22165], [-0.39528, -5.91151, -5.94603], [3.99988, 1.66936, 4.59593], [-2.16715, -4.22371, 1.82869], [-0.68469, -3.66831, -6.57028], [-2.11486, 1.97369, -4.37410], [-1.60687, -5.35954, 1.18862], [2.15055, 1.67034, 0.48564], [3.22861, 5.51154, 5.24383], [-0.44428, 5.24604, -2.73867], [1.47703, -0.40469, -2.84658], [-3.39591, 4.95041, 0.30811], [4.30109, -1.07635, -4.48732], [-1.82819, -6.13994, -3.90385], [1.75401, 7.25894, 1.81920], [-0.48938, -2.11630, 0.14099], [-1.07666, -4.12376, -2.15318], [1.26551, -2.31412, 2.63452], [-1.00867, -3.96494, -5.52966], [0.71711, 0.36695, 1.26444], [-1.08399, 1.19014, 1.64302], [-5.05129, 0.97648, 2.43598], [-1.43045, 4.85506, 2.37002], [-3.05041, 3.40230, -0.26305], [0.77824, 1.30983, -1.63851], [-0.12312, 5.61204, 2.45381], [-3.97456, 1.09936, 2.68527], [-2.55253, -6.22493, 0.55142], [2.95860, 0.73664, 2.23641], [0.36379, 5.43912, 3.44726], [3.42632, -1.27504, -3.90463], [0.13675, -3.48505, 1.50111], [0.93433, -1.10223, -3.49047], [-0.97401, -3.56102, 2.49657], [-0.91811, 4.03578, -1.49422], [0.72529, -5.01190, -4.96826], [-3.28120, 1.97909, 1.82671], [4.53146, -4.48517, 1.80880], [-0.91316, -0.43477, -2.27633], [-0.34853, 6.97504, 2.14397], [-1.51511, 2.03217, -1.37049], [-3.56805, -2.57853, -1.46664], [0.36301, 2.34140, 1.52778], [3.97051, 5.80852, 5.98668], [-3.09994, -2.87039, -2.40647], [2.82939, -4.09190, 0.58979], [-1.28139, 3.27790, 1.19502], [-0.87596, -3.18167, -2.64955], [4.20127, 2.31389, 3.67283], [3.66362, -1.85467, -3.01650], [-2.70158, 0.91962, -2.13210], [0.08114, -4.36283, 0.96002], [-3.02412, 2.97811, -3.20262], [3.25576, 4.12845, 4.88941], [-0.48710, -5.36100, -2.62340], [-1.29499, -2.55072, 2.83605], [4.34286, -3.69775, 2.50662], [-4.02043, 3.69990, 2.60970], [-2.25284, -1.59274, -5.41157], [2.16979, -2.49442, 0.33126], [-0.64751, -6.12264, -1.84453], [-2.26892, 5.53182, 2.57525], [1.53490, -4.04853, 2.96927], [-0.66068, -1.29593, -0.34567], [-2.19211, 4.93893, -2.51175], [-2.63708, -3.53858, 1.06944], [0.60629, 0.82222, -2.68706], [3.98832, 0.35142, 2.00652], [-0.65100, -4.13093, 3.41559], [-2.30157, -2.13189, -2.58179], [3.79238, -4.05017, 3.34665], [3.36093, 6.10277, 4.37288], [-3.02313, 3.97528, 0.66521], [0.96176, 8.12494, 3.21332], [-0.03223, 1.41947, 1.90589], [-0.18384, -0.55133, 0.08178], [-1.65413, 4.19168, 1.12105], [0.06894, 1.37103, 3.01936], [-2.99339, -4.59117, 2.51593], [5.29073, 3.82828, 4.69632], [3.09824, 2.14369, 2.72679], [0.52205, 5.16533, 1.65909], [1.41001, -3.31729, 2.13811], [-1.45152, 4.07219, 3.15264], [-2.04089, 2.47031, -3.41845], [2.18884, 5.67042, 5.49819], [-1.02454, 3.46422, -3.52822], [-3.91380, 3.19504, 1.62607], [2.43930, 0.06967, 2.96208], [-2.57388, -4.18126, -2.40479], [4.35687, 3.76058, 4.11704], [-0.85463, -5.92633, -3.91592], [-1.16518, 4.46163, -2.47429], [-3.19111, -6.69126, 1.31485], [2.48625, -3.18542, 1.12664], [0.61051, -5.27153, -2.66266], [-0.70974, -2.78244, -4.72942], [-0.82749, 0.47481, -2.76619], [-0.81778, -1.75569, -6.55194], [2.08242, 0.69878, 0.98499], [-0.99440, -4.00901, -1.09063], [-1.77233, 1.47585, -2.31690], [-3.43548, 0.16636, 2.66873], [-2.01513, -7.01458, 0.05867]]}